This record from the Open Molecules 2025 dataset describes an isolated molecule of C2H2N2O. The level of theory is the ωB97M-V functional and the def2-TZVPD basis.

Cartesian coordinates (Å):
C 0.3393 -0.7109 -0.1077
C -0.2388 -0.2142 -1.3823
H -0.1761 1.4090 1.8826
H 0.5638 -1.7293 -0.0019
N 0.2236 -0.1950 1.0400
N -0.6846 0.2590 -2.3073
O -0.0272 1.1814 0.8766

Computed properties:
**SMILES string**: N#C/C=N\O
**Electronic energy**: -7131.1213 eV
**HOMO-LUMO gap**: 10.81 eV
**Total charge**: 0

Here are the Löwdin charges for atoms 1 to 4, given in e: atom 1 (C): -0.15, atom 2 (C): -0.18, atom 3 (H): 0.16, atom 4 (H): 0.09

This record from the Open Molecules 2025 dataset describes a cluster of 2 separate species, C2H2N2O in total. The level of theory is the ωB97M-V functional and the def2-TZVPD basis.

Cartesian coordinates (Å):
C 0.7687 -0.9772 0.1491
C 0.7058 0.2576 -0.2317
N -2.1095 0.5521 -0.1245
N -1.2762 0.6999 0.5739
O 0.7754 -2.1146 0.3708
H 0.8064 1.0975 0.4886
H 0.3295 0.4846 -1.2263

Computed properties:
**SMILES string**: C=C=O.N#N
**Electronic energy**: -7132.8048 eV
**HOMO-LUMO gap**: 9.80 eV
**Total charge**: 0

Here are the Löwdin charges for atoms 1 to 4, given in e: atom 1 (C): -0.29, atom 2 (C): -0.10, atom 3 (N): 0.08, atom 4 (N): -0.01

This record from the Open Molecules 2025 dataset describes an isolated molecule of C2H2N2O. The level of theory is the ωB97M-V functional and the def2-TZVPD basis.

Cartesian coordinates (Å):
C 0.5484 0.6839 0.7068
C 0.0692 -0.9132 -0.5729
H 1.0031 1.3435 1.4631
H 0.1497 -1.8009 -1.1204
N 1.0602 -0.5135 0.2142
N -0.6410 0.9634 0.2373
O -0.9741 -0.1645 -0.5383

Computed properties:
**SMILES string**: c1ncon1
**Electronic energy**: -7132.4196 eV
**HOMO-LUMO gap**: 12.03 eV
**Total charge**: 0

Here are the Löwdin charges for atoms 1 to 4, given in e: atom 1 (C): -0.20, atom 2 (C): -0.22, atom 3 (H): 0.12, atom 4 (H): 0.12

This record from the Open Molecules 2025 dataset describes a structure of composition C2H2N2O. The level of theory is the ωB97M-V functional and the def2-TZVPD basis.

Cartesian coordinates (Å):
C 1.4758 0.5748 -0.8076
C 0.1717 0.2500 -0.1264
N 1.4706 1.9670 -0.4306
N 0.7601 1.7469 0.5455
O 2.3311 -0.0968 -1.2668
H -0.6976 0.6741 -0.7947
H 0.0989 -0.5058 0.6369

Computed properties:
**Electronic energy**: -7130.5392 eV
**HOMO-LUMO gap**: 9.65 eV
**Total charge**: 0

Here are the Löwdin charges for atoms 1 to 4, given in e: atom 1 (C): -0.54, atom 2 (C): 0.04, atom 3 (N): 0.05, atom 4 (N): 0.10

For each record above, in turn, the calculated LUMO level values are -0.024, 0.794, 1.001, -0.282 eV.
For each record above, in turn, the calculated energy relative to the best compared isomer or geometry (same formula, charge and spin) values are 262.7, 100.2, 137.4, 318.8 kJ/mol.
For each record above, in turn, the calculated HOMO energy values are -10.838, -9.002, -11.030, -9.936 eV.